(a)
Computed, not measured: the molecule C3H3N3O, with ωB97M-V with the def2-TZVPD basis set.

E_HOMO, eV: -10.931
LUMO, eV: 0.38
Kohn-Sham gap, eV: 11.31
Structure (SMILES): O=Cn1cncn1
Multiplicity: 1
Total charge: 0

Cartesian coordinates (Å):
O  -1.737  0.641  1.985
C  -1.162  0.092  1.108
N  0.217  0.380  0.674
C  0.925  -0.723  0.239
N  1.150  -0.688  -1.040
C  0.526  0.483  -1.416
N  -0.026  1.158  -0.452
H  -1.593  -0.658  0.422
H  1.252  -1.501  0.920
H  0.448  0.817  -2.440

natural (NBO) population analysis, charges in e, atoms 1 to 5:
1. O -0.4507
2. C 0.5640
3. N -0.3171
4. C 0.2070
5. N -0.4479


(b)
Computed, not measured: a cluster of 2 separate species, C3H3N3O in total, with ωB97M-V with the def2-TZVPD basis set.

E_HOMO, eV: -9.594
LUMO, eV: 0.38
Kohn-Sham gap, eV: 9.97
Structure (SMILES): N=C=CC=O.N#N
Multiplicity: 1
Total charge: 0

Cartesian coordinates (Å):
N  2.366  -0.997  0.873
C  1.343  -0.583  0.357
C  0.209  -0.298  -0.247
C  -1.029  -0.198  0.558
O  -1.059  0.317  1.651
H  3.017  -0.293  1.213
H  0.200  -0.073  -1.309
H  -1.935  -0.671  0.119
N  -1.185  1.362  -2.014
N  -1.927  1.434  -1.202

natural (NBO) population analysis, charges in e, atoms 1 to 5:
1. N -0.6056
2. C 0.4966
3. C -0.5742
4. C 0.4068
5. O -0.5186


Best to worst by energy: (b), (a).


(a)
Computed, not measured: a structure of composition C3H11N3, with ωB97M-V with the def2-TZVPD basis set.

E_HOMO (spin up / spin down), eV: -14.250 / -13.878
LUMO (spin up / spin down), eV: -3.05 / -8.30
Kohn-Sham gap (spin up / spin down), eV: 11.20 / 5.58
Multiplicity: 2
Total charge: +1

Cartesian coordinates (Å):
C  0.481  -0.258  0.984
N  -0.011  0.595  -0.058
C  1.006  1.305  -0.835
N  0.190  2.219  -1.635
C  -0.649  -1.234  1.339
N  -1.113  -1.703  -0.215
H  1.284  -0.981  0.568
H  0.901  0.292  1.865
H  -0.503  -0.266  -0.463
H  1.583  1.856  -0.125
H  1.796  0.699  -1.549
H  -0.793  1.902  -1.628
H  0.502  2.304  -2.644
H  -1.202  -0.858  2.275
H  -0.338  -2.254  1.656
H  -1.528  -2.653  -0.186
H  -1.606  -0.964  0.652

natural (NBO) population analysis, charges in e, atoms 1 to 5:
1. C -0.2759
2. N -0.3488
3. C -0.1163
4. N -0.6739
5. C -0.4744


(b)
Computed, not measured: a cluster of 2 separate species, C3H11N3 in total, with ωB97M-V with the def2-TZVPD basis set.

E_HOMO (spin up / spin down), eV: -13.482 / -11.042
LUMO (spin up / spin down), eV: -2.65 / -8.87
Kohn-Sham gap (spin up / spin down), eV: 10.83 / 2.18
Multiplicity: 2
Total charge: +1

Cartesian coordinates (Å):
C  3.083  -3.337  1.659
C  2.379  -2.309  2.117
N  1.980  -1.098  1.518
H  3.118  -3.593  0.563
H  3.260  -4.310  2.133
H  2.217  -2.342  3.102
H  2.771  -0.518  1.391
H  1.231  -0.584  2.021
N  -2.113  2.411  -2.895
C  -2.694  1.959  -1.626
N  -1.700  1.573  -0.520
H  -2.594  1.795  -3.645
H  -1.068  2.408  -2.958
H  -3.384  2.785  -1.197
H  -3.578  1.156  -1.684
H  -0.967  2.394  -0.481
H  -1.941  1.611  0.502

natural (NBO) population analysis, charges in e, atoms 1 to 5:
1. C -0.2863
2. C 0.0126
3. N -0.6581
4. H 0.2179
5. H 0.2418


Best to worst by energy: (b), (a).


(a)
Computed, not measured: a cluster of 2 separate species, CH3O3 in total, with ωB97M-V with the def2-TZVPD basis set.

E_HOMO, eV: -4.371
LUMO, eV: 4.69
Kohn-Sham gap, eV: 9.06
Multiplicity: 1
Total charge: -1

Cartesian coordinates (Å):
O  -1.315  0.257  -0.187
C  -0.496  0.120  -1.122
O  0.571  -0.543  -1.133
H  -0.670  0.691  -2.073
H  -0.065  -0.097  1.180
H  1.365  -0.421  1.448
O  0.609  -0.007  1.887

natural (NBO) population analysis, charges in e, atoms 1 to 5:
1. O -0.7914
2. C 0.6247
3. O -0.7970
4. H 0.0004
5. H 0.5058


(b)
Computed, not measured: a cluster of 2 separate species, CH3O3 in total, with ωB97M-V with the def2-TZVPD basis set.

E_HOMO, eV: -3.465
LUMO, eV: 3.52
Kohn-Sham gap, eV: 6.98
Multiplicity: 1
Total charge: -1

Cartesian coordinates (Å):
O  0.948  -1.695  -1.622
H  1.520  -2.144  -2.285
H  0.062  -2.105  -1.741
O  -0.615  1.925  0.228
O  -0.521  0.279  1.756
C  -0.587  1.504  1.424
H  -0.807  2.236  2.239

natural (NBO) population analysis, charges in e, atoms 1 to 5:
1. O -0.9152
2. H 0.4476
3. H 0.4676
4. O -0.7982
5. O -0.8017


(c)
Computed, not measured: a cluster of 2 separate species, CH3O3 in total, with ωB97M-V with the def2-TZVPD basis set.

E_HOMO, eV: -4.440
LUMO, eV: 4.73
Kohn-Sham gap, eV: 9.17
Multiplicity: 1
Total charge: -1

Cartesian coordinates (Å):
O  -0.692  0.918  -0.486
C  -0.437  -0.151  -1.078
O  0.331  -1.075  -0.746
H  -0.983  -0.294  -2.050
H  -0.041  0.516  1.606
H  0.990  -0.069  0.904
O  0.831  0.156  1.851

natural (NBO) population analysis, charges in e, atoms 1 to 5:
1. O -0.8011
2. C 0.6262
3. O -0.7862
4. H -0.0065
5. H 0.4783


Best to worst by energy: (a), (c), (b).


(a)
Computed, not measured: the molecule C4H8N2O2S, with ωB97M-V with the def2-TZVPD basis set.

E_HOMO, eV: -9.903
LUMO, eV: 0.01
Kohn-Sham gap, eV: 9.91
Structure (SMILES): [H]/N=C/C(=C/C)S(N)(=O)=O
Multiplicity: 1
Total charge: 0

Cartesian coordinates (Å):
H  0.091  -3.506  0.189
N  -0.105  -2.527  0.207
C  0.732  -1.630  -0.065
C  0.486  -0.191  -0.075
C  1.376  0.766  0.079
C  1.008  2.176  0.133
S  -1.303  0.384  -0.021
N  -2.210  -0.969  -0.304
O  -1.569  0.877  1.301
O  -1.440  1.367  -1.084
H  1.908  -1.658  -0.129
H  2.333  0.349  0.156
H  0.979  2.505  -0.964
H  1.730  2.549  0.886
H  0.071  2.369  0.624
H  -1.905  -1.705  0.369
H  -2.183  -1.157  -1.303

natural (NBO) population analysis, charges in e, atoms 1 to 5:
1. H 0.3752
2. N -0.6726
3. C 0.1435
4. C -0.3564
5. C -0.0580


(b)
Computed, not measured: a cluster of 3 separate species, C4H8N2O2S in total, with ωB97M-V with the def2-TZVPD basis set.

E_HOMO, eV: -9.840
LUMO, eV: -1.14
Kohn-Sham gap, eV: 8.70
Multiplicity: 1
Total charge: 0

Cartesian coordinates (Å):
C  -0.610  0.819  0.646
C  -0.314  -0.250  -0.042
C  0.165  -0.184  -1.474
C  -0.139  -1.688  0.532
N  -4.510  1.870  0.156
N  -3.836  1.575  0.945
O  3.522  1.842  0.367
O  3.853  -0.520  -0.031
S  2.935  0.531  0.368
H  -0.654  1.819  0.430
H  -0.962  0.634  1.642
H  0.159  0.906  -1.703
H  -0.504  -0.739  -2.172
H  1.227  -0.611  -1.561
H  -1.033  -2.309  0.081
H  -0.185  -1.697  1.708
H  0.887  -1.998  0.107

natural (NBO) population analysis, charges in e, atoms 1 to 5:
1. C -0.4317
2. C 0.0308
3. C -0.6638
4. C -0.6596
5. N 0.0026


Best to worst by energy: (b), (a).


(a)
Computed, not measured: the molecule C5H10N2, with ωB97M-V with the def2-TZVPD basis set.

E_HOMO, eV: -8.402
LUMO, eV: 1.03
Kohn-Sham gap, eV: 9.43
Multiplicity: 1
Total charge: 0

Cartesian coordinates (Å):
C  0.083  -0.574  -1.762
C  1.545  0.091  0.202
C  1.580  -1.262  -0.398
C  -1.824  0.957  1.639
N  -0.638  0.150  -0.800
C  0.068  0.374  0.386
N  -0.411  0.719  1.498
H  -1.284  0.867  -1.092
H  -0.165  -1.627  -1.880
H  0.146  -0.103  -2.741
H  2.079  0.207  1.142
H  1.881  0.829  -0.563
H  2.537  -1.635  -0.738
H  0.999  -2.068  0.035
H  -2.042  1.065  2.701
H  -2.134  1.880  1.136
H  -2.420  0.130  1.233

natural (NBO) population analysis, charges in e, atoms 1 to 5:
1. C -0.2008
2. C -0.4935
3. C -0.3275
4. C -0.4444
5. N -0.6823


(b)
Computed, not measured: a cluster of 2 separate species, C5H10N2 in total, with ωB97M-V with the def2-TZVPD basis set.

E_HOMO, eV: -7.455
LUMO, eV: 1.03
Kohn-Sham gap, eV: 8.49
Multiplicity: 1
Total charge: 0

Cartesian coordinates (Å):
C  0.778  0.662  0.903
C  -0.268  0.932  1.990
N  1.293  -0.715  1.070
C  0.179  0.788  -0.430
C  -1.061  -0.795  -2.566
C  -0.369  1.194  -1.447
N  -0.749  -1.616  -1.636
H  1.580  1.414  0.998
H  1.997  -0.901  0.362
H  1.760  -0.805  1.969
H  -1.017  -2.596  -1.562
H  -0.198  -1.165  -0.846
H  -1.657  -1.250  -3.374
H  -0.687  1.870  -2.201
H  -0.667  1.940  1.894
H  -1.091  0.222  1.897
H  0.178  0.821  2.980

natural (NBO) population analysis, charges in e, atoms 1 to 5:
1. C -0.1122
2. C -0.5926
3. N -0.8421
4. C -0.1833
5. C -0.0350


Best to worst by energy: (a), (b).


(a)
Computed, not measured: the molecule C5H10N2, with ωB97M-V with the def2-TZVPD basis set.

E_HOMO, eV: -8.274
LUMO, eV: 1.01
Kohn-Sham gap, eV: 9.28
Multiplicity: 1
Total charge: 0

Cartesian coordinates (Å):
C  1.352  -0.526  -1.257
C  -0.066  -0.620  -0.726
N  -0.202  -1.679  0.265
C  -1.179  -1.397  1.106
C  -0.365  0.801  -0.121
C  -0.895  1.518  1.095
N  0.546  1.453  0.829
H  1.665  -1.424  -1.796
H  2.043  -0.347  -0.424
H  1.409  0.338  -1.922
H  -0.784  -0.829  -1.532
H  0.672  -2.042  0.643
H  -1.969  -0.942  0.466
H  -0.542  1.399  -1.002
H  -1.313  2.516  0.915
H  -1.282  1.036  1.992
H  0.913  0.744  1.468

natural (NBO) population analysis, charges in e, atoms 1 to 5:
1. C -0.6210
2. C -0.0617
3. N -0.5893
4. C -0.0613
5. C -0.1102


(b)
Computed, not measured: the molecule C5H10N2, with ωB97M-V with the def2-TZVPD basis set.

E_HOMO (spin up / spin down), eV: -7.128 / -7.128
LUMO (spin up / spin down), eV: 0.79 / 0.87
Kohn-Sham gap (spin up / spin down), eV: 7.92 / 7.99
Multiplicity: 1
Total charge: 0

Cartesian coordinates (Å):
C  0.883  0.960  1.845
C  1.591  0.024  0.909
N  0.966  -0.739  -0.018
C  0.515  0.224  -0.874
C  -0.893  0.250  -1.328
C  -1.696  -1.006  -1.358
N  -2.009  0.038  -0.391
H  -0.195  0.964  1.655
H  1.233  1.996  1.751
H  1.054  0.671  2.893
H  2.631  -0.216  1.150
H  1.071  -1.738  -0.184
H  1.243  0.878  -1.337
H  -1.112  1.003  -2.083
H  -2.430  -1.155  -2.147
H  -1.232  -1.925  -0.998
H  -1.623  -0.229  0.514

natural (NBO) population analysis, charges in e, atoms 1 to 5:
1. C -0.6468
2. C 0.0064
3. N -0.5772
4. C -0.0943
5. C -0.1403


Best to worst by energy: (b), (a).